1.
Here is 10 unconnected molecules or ions with the total composition C12H50NO12PSi2 at a distorted geometry from the Open Molecules 2025 dataset. Energies are from wB97M-V/def2-TZVPD.

Structure (ORCA input):
```
! RIJCOSX wB97M-V def2-TZVPD def2/J DEFGRID3
* xyz 0 1
N -2.9882 0.9604 0.1473
C -2.9376 0.1878 -1.1035
Si -3.0291 -1.6700 -0.7829
C -4.0055 -2.4710 -2.1676
C -4.4814 -3.8813 -1.8406
O -5.2670 -4.4556 -2.8873
O -1.4951 -2.3658 -0.6580
Si -0.4254 -1.3288 0.1033
P 1.5021 -2.2836 0.7251
O 2.0974 -3.1754 -0.3277
H -3.8332 0.7516 0.6619
H -2.8966 1.9528 -0.0221
H -2.0554 0.4685 -1.6808
H -3.7940 0.4203 -1.7600
H -3.8042 -1.8581 0.4652
H -4.8762 -1.8177 -2.3224
H -3.4481 -2.4770 -3.1085
H -3.6209 -4.5421 -1.7290
H -5.0625 -3.8761 -0.9122
H -5.8944 -3.7896 -3.1921
H -1.1376 -0.7772 1.2764
H -0.1311 -0.2347 -0.8373
H 1.3787 -2.9401 1.9682
H 2.3383 -1.1868 0.9927
C -3.2225 -2.4317 3.5670
O -4.3739 -1.6309 3.3160
H -2.3736 -1.9823 3.0576
H -3.0051 -2.4767 4.6374
H -3.3658 -3.4436 3.1782
H -5.1121 -2.0461 3.7715
C -2.2964 4.6997 -1.2949
O -1.8380 3.8820 -0.2242
H -2.6470 4.0349 -2.0832
H -3.1136 5.3516 -0.9816
H -1.4707 5.2998 -1.6822
H -1.4895 4.4648 0.4600
C -1.9441 8.1418 -0.7094
O -1.5349 7.3047 0.3727
H -2.2952 7.4942 -1.5070
H -2.7588 8.8041 -0.4086
H -1.1090 8.7385 -1.0827
H -1.2225 7.8773 1.0796
C 4.1901 -2.1134 3.9980
O 3.1823 -1.2750 3.4338
H 3.9422 -3.1397 3.7488
H 5.1735 -1.8861 3.5799
H 4.2278 -2.0136 5.0856
H 3.3949 -0.3600 3.6399
C 3.5706 1.6750 0.3701
O 2.2154 1.3359 0.6707
H 4.1735 0.7851 0.5381
H 3.6772 1.9875 -0.6704
H 3.9309 2.4749 1.0232
H 1.6761 2.1181 0.5201
C -0.1019 2.6640 -3.6232
O 0.3279 3.2236 -2.3853
H 0.6585 2.8965 -4.3648
H -0.2048 1.5784 -3.5569
H -1.0518 3.0975 -3.9475
H -0.3399 3.0276 -1.7152
C 3.5522 5.2637 -1.8952
O 3.3922 3.9832 -2.4802
H 4.6144 5.4989 -1.9158
H 3.0131 6.0329 -2.4556
H 3.2130 5.2787 -0.8542
H 2.4489 3.7713 -2.4793
C 0.5477 -6.0518 -1.2730
O -0.4721 -5.2422 -1.8427
H 0.3217 -7.0888 -1.5149
H 1.5272 -5.7934 -1.6801
H 0.5753 -5.9376 -0.1861
H -0.2650 -4.3267 -1.6238
C 6.6413 -5.4783 3.0597
O 5.5372 -5.1459 3.8940
H 7.3156 -4.6255 3.0686
H 7.1790 -6.3527 3.4351
H 6.3249 -5.6628 2.0304
H 4.9297 -5.8916 3.8941
*
```

Its gap between HOMO and LUMO is 0.3338 hartree.

These are the Mulliken partial charges, in e, on atoms 1 to 5:
1. N -0.35
2. C -0.66
3. Si 0.22
4. C -0.69
5. C -0.45

---

2.
Here is 2 unconnected molecules or ions with the total composition C4H10N3 at a distorted geometry from the Open Molecules 2025 dataset. Energies are from wB97M-V/def2-TZVPD.

Structure (ORCA input):
```
! RIJCOSX wB97M-V def2-TZVPD def2/J DEFGRID3
* xyz 1 1
C 0.3178 0.4939 -1.8176
C 1.6725 -0.8529 -0.2687
C -0.8454 1.1539 -2.3889
C -1.1488 -0.3898 1.5234
N 0.9880 -0.1323 -1.0989
N -0.1333 0.5536 1.2490
N 1.0404 0.0879 1.5864
H 1.4534 -1.8491 -0.1292
H 2.7468 -0.7199 -0.1536
H -1.4271 1.6135 -1.5779
H -1.4381 0.5151 -3.0402
H -0.5322 1.8978 -3.0564
H -2.0640 0.1722 1.5691
H -1.0504 -1.1176 0.6311
H -0.8262 -0.8032 2.4309
H 1.1836 -0.7801 2.1624
H 1.6580 0.8695 1.5664
*
```

The value obtained for the energy above the lowest of the compared OMol25 structures with the same formula, charge and spin is 139.0 kcal per mole. Its gap between HOMO and LUMO (alpha / beta) is 0.2937 / 0.2711 hartree.

These are the Mulliken partial charges, in e, on atoms 1 to 5:
1. C 0.42
2. C -0.63
3. C -0.98
4. C -0.70
5. N 0.10

---

3.
Here is 2 unconnected molecules or ions with the total composition C5H11NO2 at a distorted geometry from the Open Molecules 2025 dataset. Energies are from wB97M-V/def2-TZVPD.

Structure (ORCA input):
```
! RIJCOSX wB97M-V def2-TZVPD def2/J DEFGRID3
* xyz 0 1
C -0.1455 1.4308 0.8311
C 0.2422 0.3701 0.0976
N 1.1850 0.3992 -0.8941
C 1.9182 1.5888 -1.2342
C -0.3609 -0.9919 0.2850
C -1.0912 -1.2893 1.5674
O 0.1694 -1.9833 -0.3685
H -0.9104 1.3430 1.5825
H 0.2665 2.4147 0.6685
H 1.4822 -0.5053 -1.2267
H 1.2445 2.3752 -1.5910
H 2.4699 1.9880 -0.3734
H 2.6279 1.3586 -2.0270
H -1.9297 -0.6125 1.7194
H -0.3968 -1.1809 2.4015
H -1.4537 -2.3158 1.5441
O -1.7944 -1.0627 -1.0691
H -0.9265 -1.8369 -1.1701
H -2.5967 -1.4897 -0.7430
*
```

The value obtained for the energy above the lowest of the compared OMol25 structures with the same formula, charge and spin is 66.8 kcal per mole. The SMILES is C=C(NC)C(C)=O.O. Its gap between HOMO and LUMO is 0.3201 hartree.

These are the Mulliken partial charges, in e, on atoms 1 to 5:
1. C -1.27
2. C 0.36
3. N -0.12
4. C -1.05
5. C 1.41

---

4.
Here is 2 unconnected molecules or ions with the total composition C4H13NO2 at a distorted geometry from the Open Molecules 2025 dataset. Energies are from wB97M-V/def2-TZVPD.

Structure (ORCA input):
```
! RIJCOSX wB97M-V def2-TZVPD def2/J DEFGRID3
* xyz 0 1
C -0.9005 -1.2448 1.8972
N -0.6874 -0.8546 0.5244
C 0.5297 -0.0222 0.4043
C 0.8948 0.3428 -1.0237
C 2.3312 0.6863 -1.2679
O 0.1300 1.4986 -1.4913
H -1.8813 -1.7185 1.9683
H -0.9946 -0.4111 2.5964
H -0.2583 -2.0407 2.3172
H -0.5933 -1.6689 -0.0748
H 0.4250 0.7001 1.2424
H 1.4225 -0.5161 0.7979
H 0.4819 -0.4278 -1.7537
H 2.5603 0.6262 -2.3228
H 2.5967 1.6835 -0.9193
H 2.9670 0.0233 -0.6797
H -0.7292 1.3592 -1.0731
O -2.6499 0.9899 -0.2728
H -3.5060 0.8335 -0.6617
H -2.1387 0.1613 -0.2074
*
```

The value obtained for the energy above the lowest of the compared OMol25 structures with the same formula, charge and spin is 23.2 kcal per mole. The SMILES is CNC[C@H](C)O.O. Its gap between HOMO and LUMO is 0.3818 hartree.

These are the Mulliken partial charges, in e, on atoms 1 to 5:
1. C -1.05
2. N -0.30
3. C -1.10
4. C 0.79
5. C -1.41

---

5.
Here is a molecular structure, C22H45CoN2P3Se2 at a distorted geometry from the Open Molecules 2025 dataset. Energies are from wB97M-V/def2-TZVPD.

Structure (ORCA input):
```
! RIJCOSX wB97M-V def2-TZVPD def2/J DEFGRID3
* xyz 3 5
Co -0.8699 0.0016 -0.6403
P -2.9815 0.2256 -0.0736
P 0.0527 -2.0682 -0.4353
P -0.4013 2.1467 -1.0852
H 4.4156 0.6419 0.0434
C 3.7985 0.8818 0.9190
C 4.0950 0.0463 2.1249
H 4.1790 -1.0166 1.8782
C -4.1294 0.7567 -1.4021
C -3.7443 -1.3538 0.4287
C -3.4105 1.3853 1.2728
C 1.8079 -2.0199 0.0468
C -0.7129 -3.0524 0.8943
C 0.0209 -3.2676 -1.8233
C 1.3214 2.3812 -1.6307
C -0.5871 3.4213 0.2215
C -1.3445 2.9060 -2.4585
H 3.8416 1.9602 1.1118
H 5.0087 0.3815 2.6281
H -5.1529 0.5507 -1.0612
H -3.9423 0.1957 -2.3274
H -4.0261 1.8282 -1.6047
H -4.8214 -1.1856 0.5653
H -3.3139 -1.7183 1.3696
H -3.5969 -2.1062 -0.3568
H -4.4083 1.1237 1.6509
H -3.4320 2.4120 0.8874
H -2.6781 1.3263 2.0896
H 2.2150 -3.0407 0.0492
H 1.9029 -1.5902 1.0521
H 2.3822 -1.3990 -0.6507
H -0.1910 -4.0169 0.9594
H -1.7728 -3.2301 0.6768
H -0.6190 -2.5260 1.8520
H 0.4432 -4.2176 -1.4690
H 0.6046 -2.9117 -2.6780
H -1.0098 -3.4350 -2.1567
H 1.4953 3.4549 -1.7834
H 1.4986 1.8415 -2.5689
H 2.0159 2.0061 -0.8697
H -0.2681 4.3854 -0.1995
H 0.0373 3.1777 1.0913
H -1.6301 3.5001 0.5483
H -1.0089 3.9475 -2.5559
H -2.4203 2.8924 -2.2556
H -1.1521 2.3754 -3.3991
C 0.2806 -0.1102 -3.7814
C 1.5790 -0.5822 -3.5677
C 2.6179 -0.1520 -4.4007
C 2.3482 0.7083 -5.4724
C 1.0329 1.1164 -5.7299
C -0.0069 0.6855 -4.9028
Se -1.2342 -0.5087 -2.5312
H 2.5380 0.6552 0.5375
H 1.7805 -1.2747 -2.7487
H 3.6348 -0.5031 -4.2156
H 3.1613 1.0455 -6.1164
H 0.8116 1.7652 -6.5791
H -1.0412 0.9591 -5.1164
C 2.3689 0.5860 3.8648
N 1.3249 -0.3331 4.1340
C 1.2521 -1.1705 5.2425
C 0.0360 -1.7652 5.2098
N -0.6227 -1.3032 4.0800
C -2.0225 -1.5766 3.7980
C 0.1996 -0.4812 3.3590
Se -0.0661 0.4561 1.7455
H 1.9514 1.5161 3.4646
H 3.1630 0.1282 3.0012
H 2.9241 0.7519 4.7921
H 2.0559 -1.2263 5.9533
H -0.4347 -2.4528 5.8900
H -2.1426 -2.5653 3.3353
H -2.5805 -1.5679 4.7436
H -2.4201 -0.7985 3.1354
*
```

The value obtained for the energy above the lowest of the compared OMol25 structures with the same formula, charge and spin is 63.3 kcal per mole. Its gap between HOMO and LUMO (alpha / beta) is 0.2148 / 0.1740 hartree.

These are the Mulliken partial charges, in e, on atoms 1 to 5:
1. Co 0.56
2. P 1.12
3. P 0.37
4. P 0.23
5. H 0.43

---

6.
Here is 2 unconnected molecules or ions with the total composition C4H5N2O2 at a distorted geometry from the Open Molecules 2025 dataset. Energies are from wB97M-V/def2-TZVPD.

Structure (ORCA input):
```
! RIJCOSX wB97M-V def2-TZVPD def2/J DEFGRID3
* xyz 1 1
C 1.1762 -0.1986 0.4149
C 1.6194 -0.0612 -0.8426
C -0.2790 -0.1423 0.4321
C 0.4326 -0.1419 -1.7441
N -0.6634 -0.0518 -0.8288
N -1.9334 0.4733 2.7371
O -2.8294 -0.1269 2.4122
O -1.2735 1.3317 3.0474
H 1.7819 -0.2347 1.3666
H 2.5767 -0.1194 -1.1591
H 0.2980 0.4551 -2.5982
H 0.7153 -1.1574 -2.1202
H -1.6216 -0.0259 -1.1173
*
```

The value obtained for the energy above the lowest of the compared OMol25 structures with the same formula, charge and spin is 135.2 kcal per mole. Its gap between HOMO and LUMO is 0.2307 hartree.

These are the Mulliken partial charges, in e, on atoms 1 to 5:
1. C -0.38
2. C -0.54
3. C 0.01
4. C -0.44
5. N -0.03